Record 1
{
  "formula": "C20H56ClN15O30Si",
  "method": "ωB97M-V/def2-TZVPD",
  "symbols": ["C", "C", "Si", "C", "Cl", "C", "C", "H", "H", "H", "H", "H", "H", "H", "H", "H", "H", "H", "C", "N", "O", "O", "H", "H", "H", "C", "N", "O", "O", "H", "H", "H", "C", "N", "O", "O", "H", "H", "H", "C", "N", "O", "O", "H", "H", "H", "C", "N", "O", "O", "H", "H", "H", "C", "N", "O", "O", "H", "H", "H", "C", "N", "O", "O", "H", "H", "H", "C", "N", "O", "O", "H", "H", "H", "C", "N", "O", "O", "H", "H", "H", "C", "N", "O", "O", "H", "H", "H", "C", "N", "O", "O", "H", "H", "H", "C", "N", "O", "O", "H", "H", "H", "C", "N", "O", "O", "H", "H", "H", "C", "N", "O", "O", "H", "H", "H", "C", "N", "O", "O", "H", "H", "H"],
  "xyz": [[4.677, 1.716, -3.248], [4.092, 2.919, -3.054], [2.346, 3.231, -2.569], [1.236, 1.747, -2.956], [1.985, 0.266, -2.290], [-0.182, 1.895, -2.414], [-0.918, 3.095, -3.031], [5.172, 1.500, -4.199], [4.755, 0.929, -2.504], [4.715, 3.788, -3.207], [1.945, 4.389, -3.394], [2.060, 3.622, -1.152], [1.165, 1.607, -4.038], [-0.728, 0.980, -2.666], [-0.176, 1.929, -1.321], [-0.271, 3.698, -3.669], [-1.342, 3.748, -2.273], [-1.758, 2.760, -3.642], [-1.296, 4.418, 1.130], [-1.674, 5.212, -0.066], [-2.752, 5.011, -0.585], [-0.865, 6.028, -0.461], [-2.103, 3.734, 1.361], [-0.380, 3.886, 0.892], [-1.127, 5.121, 1.937], [7.604, 6.576, -4.133], [6.572, 5.542, -3.831], [6.674, 4.917, -2.796], [5.687, 5.392, -4.646], [8.316, 6.588, -3.317], [8.068, 6.299, -5.074], [7.085, 7.524, -4.234], [-4.895, 1.010, -0.027], [-3.777, 1.698, 0.673], [-3.944, 2.047, 1.821], [-2.759, 1.879, 0.042], [-5.728, 0.934, 0.661], [-5.143, 1.613, -0.894], [-4.528, 0.035, -0.334], [0.062, -2.501, -3.363], [-1.134, -3.365, -3.587], [-1.317, -4.299, -2.828], [-1.849, -3.095, -4.524], [0.605, -2.896, -2.516], [0.661, -2.549, -4.265], [-0.276, -1.486, -3.182], [3.447, 1.087, 1.052], [3.388, 1.384, 2.510], [2.459, 2.052, 2.916], [4.270, 0.939, 3.209], [2.587, 1.547, 0.583], [4.380, 1.494, 0.671], [3.433, 0.008, 0.944], [-1.718, -6.678, -0.633], [-1.980, -5.932, 0.618], [-1.173, -6.026, 1.513], [-2.967, -5.223, 0.658], [-0.797, -7.237, -0.515], [-2.565, -7.335, -0.813], [-1.636, -5.901, -1.393], [3.768, 1.573, 6.062], [3.747, 1.803, 7.535], [2.832, 2.439, 8.007], [4.664, 1.329, 8.175], [2.900, 2.048, 5.624], [4.691, 1.996, 5.684], [3.761, 0.500, 5.906], [0.913, -3.697, 2.661], [1.381, -2.381, 2.160], [2.434, -2.357, 1.555], [0.675, -1.416, 2.355], [1.647, -4.444, 2.385], [0.790, -3.631, 3.738], [-0.045, -3.891, 2.186], [2.263, 5.941, 2.644], [1.487, 5.404, 3.799], [0.442, 4.841, 3.554], [1.959, 5.563, 4.900], [1.714, 5.725, 1.735], [2.376, 7.009, 2.802], [3.231, 5.450, 2.657], [6.264, -1.436, -4.585], [5.027, -1.857, -3.869], [5.061, -1.915, -2.656], [4.070, -2.134, -4.551], [7.029, -1.230, -3.847], [6.541, -2.253, -5.243], [6.016, -0.555, -5.166], [2.655, -4.196, -0.340], [1.798, -5.417, -0.358], [1.898, -6.203, 0.559], [1.035, -5.555, -1.297], [3.260, -4.220, 0.558], [3.251, -4.206, -1.243], [1.995, -3.334, -0.348], [-6.617, 2.412, 4.093], [-7.808, 2.081, 3.269], [-7.972, 2.675, 2.226], [-8.549, 1.215, 3.689], [-6.054, 3.185, 3.585], [-6.976, 2.742, 5.061], [-6.036, 1.500, 4.187], [-5.799, -7.287, 0.143], [-5.258, -8.519, 0.777], [-5.874, -9.019, 1.688], [-4.211, -8.939, 0.326], [-6.724, -7.019, 0.637], [-5.046, -6.510, 0.256], [-5.954, -7.512, -0.908], [1.342, -5.546, -5.972], [2.518, -4.815, -5.418], [2.438, -4.411, -4.276], [3.477, -4.684, -6.142], [0.579, -5.587, -5.203], [1.008, -5.004, -6.851], [1.685, -6.537, -6.250], [-10.791, 1.872, 6.089], [-10.089, 3.130, 6.467], [-8.936, 3.259, 6.109], [-10.712, 3.945, 7.106], [-10.100, 1.262, 5.520], [-11.104, 1.393, 7.012], [-11.657, 2.157, 5.500]],
  "forces_ev_per_angstrom": [[0.32, 0.02, -0.29], [0.37, -0.53, 1.30], [0.01, 0.22, 1.03], [-0.31, 0.42, -0.20], [0.08, -0.32, 0.18], [-0.23, -0.31, -0.06], [-0.21, -0.02, 0.04], [1.31, 0.58, 0.57], [-1.43, -0.59, -0.51], [-0.52, 0.27, -1.87], [-0.02, -0.02, -0.07], [-0.02, -0.13, -0.05], [0.18, -0.07, 0.05], [0.04, 0.02, 0.09], [0.10, 0.15, -0.07], [-0.01, 0.01, 0.02], [0.07, 0.05, 0.00], [0.09, 0.01, -0.04], [-0.28, -0.01, 0.12], [0.05, 0.03, -0.05], [-0.14, -0.05, 0.02], [0.13, 0.04, -0.02], [0.07, 0.03, -0.03], [0.04, 0.04, 0.02], [0.10, 0.00, -0.06], [0.01, -0.05, 0.08], [0.01, 0.04, -0.04], [0.12, 0.07, 0.06], [0.08, 0.12, -0.11], [0.00, 0.00, 0.01], [-0.02, 0.01, -0.03], [-0.01, 0.00, -0.04], [-0.05, 0.02, 0.07], [-0.04, 0.05, -0.05], [-0.11, 0.01, 0.19], [0.13, -0.18, -0.22], [-0.02, 0.01, 0.00], [0.02, -0.01, -0.03], [0.01, 0.00, -0.03], [-0.01, -0.07, 0.07], [0.12, -0.13, 0.25], [0.02, 0.21, -0.10], [-0.09, 0.12, -0.24], [0.05, -0.08, 0.03], [0.01, 0.07, 0.01], [-0.10, -0.02, -0.06], [-0.07, 0.05, -0.05], [-0.28, 0.12, -0.18], [-0.01, 0.10, -0.03], [0.29, -0.17, 0.08], [-0.02, -0.01, -0.01], [0.03, 0.00, 0.05], [-0.01, -0.09, 0.02], [-0.08, 0.03, -0.22], [0.06, 0.04, -0.03], [0.20, 0.03, 0.33], [-0.21, -0.06, -0.03], [0.00, 0.09, 0.03], [-0.08, 0.07, 0.02], [0.00, -0.34, -0.04], [-0.13, 0.09, 0.08], [0.04, -0.04, -0.02], [-0.13, 0.07, -0.01], [0.11, -0.06, 0.02], [-0.01, 0.01, 0.01], [0.03, -0.04, 0.00], [0.06, -0.01, -0.01], [-0.04, -0.15, -0.05], [-0.27, 0.17, 0.23], [0.30, 0.58, 0.37], [0.03, -0.03, 0.01], [-0.03, -0.03, 0.05], [-0.04, 0.09, 0.00], [-0.06, -0.04, 0.08], [-0.06, -0.03, -0.03], [0.11, -0.03, -0.19], [-0.07, -0.03, 0.16], [0.05, 0.02, 0.12], [-0.01, 0.00, -0.01], [0.05, 0.00, 0.03], [0.03, 0.02, 0.02], [0.05, -0.04, 0.10], [-0.02, -0.11, -0.09], [0.05, 0.05, 0.20], [-0.08, 0.27, -0.09], [0.01, 0.00, 0.01], [-0.02, 0.00, -0.03], [-0.03, 0.01, -0.05], [0.00, -0.35, -0.24], [-0.09, -0.03, -0.26], [0.12, -0.05, 0.14], [0.20, 0.19, 0.06], [-0.04, -0.04, -0.17], [0.05, -0.04, -0.18], [0.05, -0.15, -0.13], [0.15, 0.07, -0.04], [-0.01, -0.03, 0.04], [0.04, 0.09, -0.12], [-0.03, -0.11, 0.06], [-0.01, -0.01, -0.05], [-0.05, -0.06, 0.02], [0.00, -0.01, 0.04], [-0.08, 0.14, 0.03], [0.07, 0.08, -0.08], [-0.11, -0.05, 0.10], [0.12, -0.03, -0.04], [-0.01, -0.05, 0.03], [0.02, -0.01, -0.03], [0.03, 0.00, -0.02], [-0.03, 0.06, 0.05], [-0.21, -0.08, 0.18], [-0.02, -0.14, 0.04], [0.20, -0.04, -0.16], [0.00, -0.01, -0.01], [0.01, -0.01, -0.03], [0.01, 0.00, -0.04], [0.07, -0.03, -0.02], [-0.04, -0.12, -0.08], [0.13, 0.09, 0.01], [-0.11, 0.08, 0.09], [-0.01, 0.00, -0.01], [-0.04, 0.02, 0.01], [-0.03, 0.00, 0.02]],
  "gap_ev": 8.3,
  "e_tot_ev": -125780.853,
  "largest_force_ev_per_a": 1.95
}



Record 2
{
  "formula": "C20H56FIN17O13P",
  "method": "ωB97M-V/def2-TZVPD",
  "symbols": ["C", "C", "N", "C", "C", "O", "P", "O", "O", "C", "C", "C", "F", "O", "C", "C", "C", "I", "C", "C", "O", "H", "H", "H", "H", "H", "H", "H", "H", "H", "H", "H", "H", "H", "H", "H", "H", "H", "H", "H", "H", "H", "H", "H", "H", "C", "O", "N", "N", "H", "H", "H", "H", "C", "O", "N", "N", "H", "H", "H", "H", "C", "O", "N", "N", "H", "H", "H", "H", "C", "O", "N", "N", "H", "H", "H", "H", "C", "O", "N", "N", "H", "H", "H", "H", "C", "O", "N", "N", "H", "H", "H", "H", "C", "O", "N", "N", "H", "H", "H", "H", "C", "O", "N", "N", "H", "H", "H", "H"],
  "xyz": [[-5.128, 1.769, 1.104], [-4.737, 0.640, 2.040], [-5.101, -0.692, 1.475], [-3.910, -1.461, 1.090], [-3.291, -0.875, -0.164], [-2.285, 0.104, 0.183], [-0.805, -0.329, -0.146], [-0.546, -0.401, -1.584], [-0.617, -1.701, 0.601], [0.609, -2.418, 0.344], [1.542, -2.400, 1.541], [0.819, -2.403, 2.877], [-0.283, -3.251, 2.851], [0.030, 0.759, 0.646], [0.957, 1.543, -0.144], [2.306, 0.868, -0.214], [3.384, 1.793, -0.708], [3.031, 2.335, -2.764], [-5.858, -1.423, 2.458], [-5.216, -1.829, 3.749], [-7.016, -1.667, 2.250], [-6.182, 1.677, 0.859], [-4.514, 1.782, 0.211], [-4.997, 2.713, 1.626], [-5.255, 0.798, 2.983], [-3.674, 0.679, 2.269], [-3.150, -1.516, 1.870], [-4.228, -2.474, 0.856], [-2.908, -1.645, -0.824], [-4.069, -0.338, -0.694], [1.125, -2.022, -0.525], [0.329, -3.436, 0.103], [2.158, -3.292, 1.477], [2.202, -1.546, 1.485], [0.526, -1.400, 3.174], [1.494, -2.775, 3.642], [1.088, 2.477, 0.396], [0.549, 1.793, -1.115], [2.574, 0.607, 0.810], [2.275, -0.040, -0.803], [4.359, 1.335, -0.630], [3.406, 2.727, -0.163], [-5.123, -0.929, 4.354], [-4.214, -2.222, 3.639], [-5.847, -2.507, 4.302], [7.163, 3.218, -3.086], [6.789, 2.257, -2.424], [6.426, 3.718, -4.117], [8.344, 3.850, -2.832], [6.710, 4.497, -4.679], [5.550, 3.264, -4.305], [8.901, 3.495, -2.078], [8.673, 4.639, -3.354], [-0.452, 0.905, 4.717], [0.577, 0.357, 5.078], [-1.425, 1.287, 5.602], [-0.709, 1.169, 3.402], [-2.279, 1.733, 5.328], [-1.262, 1.097, 6.572], [-0.013, 0.895, 2.732], [-1.546, 1.612, 3.073], [6.964, -0.942, -4.644], [7.961, -1.130, -3.957], [6.606, -1.841, -5.611], [6.143, 0.128, -4.484], [5.796, -1.735, -6.192], [7.212, -2.633, -5.747], [6.382, 0.807, -3.770], [5.306, 0.258, -5.020], [-7.412, 0.676, 6.007], [-6.403, 0.053, 6.294], [-8.180, 1.288, 6.961], [-7.862, 0.808, 4.722], [-9.013, 1.805, 6.754], [-7.878, 1.207, 7.913], [-7.346, 0.348, 3.996], [-8.689, 1.316, 4.471], [-9.529, 1.350, 1.175], [-8.659, 2.004, 0.626], [-9.305, 0.109, 1.693], [-10.809, 1.827, 1.323], [-10.017, -0.430, 2.148], [-8.389, -0.297, 1.605], [-11.003, 2.738, 0.952], [-11.545, 1.311, 1.764], [-3.530, 2.651, -3.631], [-2.861, 3.626, -3.337], [-4.641, 2.742, -4.429], [-3.229, 1.393, -3.187], [-5.211, 1.957, -4.678], [-4.889, 3.653, -4.764], [-2.423, 1.293, -2.597], [-3.766, 0.580, -3.419], [5.022, -2.223, -0.482], [4.198, -1.585, 0.164], [5.916, -1.632, -1.313], [5.114, -3.585, -0.390], [6.624, -2.131, -1.820], [5.889, -0.633, -1.394], [4.479, -4.050, 0.229], [5.788, -4.126, -0.897], [10.833, -3.273, -5.144], [9.868, -3.833, -5.641], [12.046, -3.901, -5.016], [10.779, -1.992, -4.682], [12.853, -3.468, -4.612], [12.111, -4.844, -5.348], [9.885, -1.528, -4.736], [11.557, -1.517, -4.268]],
  "forces_ev_per_angstrom": [[-0.03, -0.10, 0.36], [-0.22, 0.17, -0.39], [0.50, -0.04, 0.88], [-0.19, -0.01, -0.44], [-0.55, 0.34, 0.19], [0.00, -0.41, 0.34], [-0.35, 0.08, -0.56], [0.32, 0.12, -0.34], [0.00, 0.38, 0.16], [0.32, -0.43, 0.16], [-0.58, -0.17, 0.19], [0.58, 0.09, -0.05], [-0.12, -0.06, 0.02], [0.15, -0.08, -0.49], [0.46, 0.56, 0.34], [-0.24, 0.14, 0.23], [-0.02, 0.00, -0.20], [0.11, -0.02, 0.03], [0.28, -0.24, -0.15], [0.20, 0.35, 0.11], [-0.71, 0.07, -0.10], [-0.09, 0.05, -0.24], [0.01, 0.00, -0.23], [0.09, 0.24, 0.00], [-0.16, -0.07, 0.19], [0.21, -0.12, 0.04], [0.15, -0.01, 0.14], [-0.08, -0.18, 0.04], [0.37, -0.08, -0.01], [-0.06, 0.10, -0.20], [-0.08, 0.16, -0.20], [-0.28, -0.15, 0.03], [0.22, -0.08, -0.12], [0.22, 0.14, 0.14], [-0.42, 0.00, 0.01], [0.03, -0.02, 0.20], [-0.20, 0.14, 0.20], [-0.21, -0.24, -0.17], [0.13, -0.22, 0.11], [0.01, -0.21, -0.09], [0.19, -0.09, -0.27], [-0.05, 0.24, 0.05], [0.03, 0.10, 0.22], [0.17, -0.16, -0.13], [-0.15, -0.21, -0.01], [0.01, 0.12, -0.01], [0.00, -0.13, -0.06], [0.07, -0.13, 0.01], [-0.02, 0.00, 0.03], [0.03, 0.00, 0.01], [-0.06, 0.09, 0.06], [0.00, -0.02, 0.00], [-0.02, 0.01, -0.01], [-0.12, 0.02, -0.01], [0.04, -0.02, 0.01], [0.05, 0.02, -0.04], [0.05, -0.04, 0.20], [-0.02, -0.01, -0.02], [0.00, -0.03, 0.01], [-0.11, 0.06, -0.07], [0.00, 0.01, -0.01], [-0.40, -0.33, -0.34], [0.26, 0.20, 0.23], [0.05, 0.03, 0.05], [0.22, 0.18, 0.15], [0.00, 0.04, 0.01], [0.07, 0.01, 0.00], [-0.08, -0.06, 0.03], [-0.03, -0.09, 0.02], [-0.12, 0.00, -0.06], [0.03, 0.06, -0.11], [0.01, 0.01, -0.01], [0.10, 0.04, 0.18], [0.00, 0.00, -0.03], [0.02, -0.01, 0.01], [-0.09, -0.07, -0.05], [0.00, 0.00, -0.03], [-0.03, -0.06, -0.01], [0.00, 0.02, 0.02], [-0.12, 0.19, 0.11], [0.03, 0.02, 0.07], [-0.01, -0.01, -0.04], [0.12, -0.17, -0.11], [0.01, 0.01, -0.03], [0.00, -0.04, -0.04], [-0.02, -0.04, 0.05], [-0.01, 0.01, -0.01], [0.02, -0.02, -0.04], [-0.02, 0.07, 0.08], [0.00, -0.01, 0.03], [0.00, 0.02, 0.02], [0.12, -0.12, -0.03], [0.01, 0.01, -0.04], [0.18, 0.04, 0.15], [-0.03, -0.01, -0.14], [0.00, -0.02, -0.08], [-0.07, -0.02, -0.03], [0.04, 0.06, -0.08], [0.05, 0.06, -0.04], [0.00, 0.01, 0.02], [0.01, 0.02, -0.02], [0.03, 0.15, 0.09], [-0.05, -0.04, -0.04], [-0.02, -0.03, -0.02], [-0.07, -0.03, -0.25], [-0.01, 0.03, 0.01], [-0.01, -0.01, -0.01], [-0.11, -0.03, 0.28], [0.04, -0.07, 0.02]],
  "smiles": "CCN(CCO[P@](=O)(OCCCF)OCCCI)C(C)=O.NC(N)=O.NC(N)=O.NC(N)=O.NC(N)=O.NC(N)=O.NC(N)=O.NC(N)=O.NC(N)=O",
  "gap_ev": 9.6,
  "e_tot_ev": -93716.519,
  "largest_force_ev_per_a": 1.02
}



no.,HOMO level (eV)
1,-8.66
2,-9.26